The following is a DFT calculation (ωB97M-V with the def2-TZVPD basis set) of the ion C6H14P with charge +1.

Output
- HOMO-LUMO gap (spin up / spin down): 9.413 / 6.461 eV
- Net charge: +1
- Spin multiplicity: 1

Cartesian coordinates (Å):
C: 2.0179 0.0744 -1.3010
C: -1.1282 0.1199 -0.1954
C: -1.9156 -1.0780 -0.1326
C: 1.0988 -1.5931 0.7280
C: 1.2658 1.1947 1.0584
C: -1.7578 1.4006 -0.5292
P: 0.7467 -0.0363 -0.1283
H: 2.1836 1.0391 -1.8285
H: 2.0685 -0.8517 -1.9330
H: -1.2628 -1.8362 -0.6116
H: -2.7832 -0.8411 -0.7518
H: -2.1123 -1.4689 0.8772
H: 1.3781 -2.3880 0.1019
H: 0.2454 -1.8852 1.3493
H: 1.9726 -1.3458 1.3087
H: 2.2749 1.1499 1.3800
H: 0.5270 1.2174 1.8166
H: 1.0706 2.1069 0.5661
H: -0.9499 2.0477 -0.7447
H: -2.4645 1.7165 0.3008
H: -2.4756 1.2569 -1.3309